Record 1
The following is a DFT calculation (the ωB97M-V functional and the def2-TZVPD basis) of C20H37N2O2P2Tl as an isolated structure at a distorted geometry.

Geometry as ORCA input:
```
! RIJCOSX wB97M-V def2-TZVPD def2/J DEFGRID3
* xyz 0 1
C -0.77 0.81 -4.31
C -0.81 0.32 -2.99
N -0.04 0.91 -2.05
C 0.78 1.93 -2.33
C 0.83 2.49 -3.62
C 0.05 1.90 -4.61
C -1.69 -0.78 -2.60
P -2.16 -0.88 -0.92
Tl -0.06 -0.22 0.46
P 1.99 1.36 0.16
C 1.65 2.52 -1.22
O -0.68 -3.10 -3.07
O 0.23 -3.54 -0.91
H -1.38 0.33 -5.05
H 1.49 3.34 -3.79
H 0.08 2.31 -5.63
C -3.59 0.21 -0.70
C -2.78 -2.54 -0.55
H 2.63 2.85 -1.63
H 1.17 3.41 -0.78
H -1.03 -2.16 -2.93
H -2.58 -0.83 -3.23
C 2.37 2.37 1.62
C 3.58 0.61 -0.32
H 0.70 -2.16 -0.45
H 0.15 -4.05 -0.12
H -0.16 -3.40 -1.85
H 0.02 -3.04 -3.74
H -0.83 1.30 0.85
H 1.18 -1.57 -0.33
H -4.41 -0.19 -1.33
H -3.93 0.26 0.34
H -3.34 1.23 -1.04
H -3.60 -2.76 -1.27
H -1.99 -3.28 -0.63
H -3.20 -2.58 0.47
H 4.35 1.39 -0.42
H 3.89 -0.12 0.45
H 3.45 0.08 -1.28
H 3.25 3.01 1.43
H 1.50 3.00 1.88
H 2.58 1.71 2.48
C -2.09 0.58 5.61
N -1.81 0.74 4.21
C -0.94 1.83 3.86
C -1.86 -0.44 3.38
C -0.60 -1.27 3.40
C -0.36 -2.07 4.52
C 0.84 -2.77 4.65
C 1.81 -2.68 3.64
C 1.53 -1.92 2.50
C 0.34 -1.25 2.37
H -2.37 1.57 6.03
H -1.23 0.20 6.19
H -2.93 -0.12 5.74
H 0.12 1.62 4.08
H -1.03 2.05 2.79
H -1.24 2.71 4.45
H -2.71 -1.05 3.76
H -2.09 -0.11 2.36
H -1.13 -2.15 5.30
H 1.04 -3.37 5.53
H 2.75 -3.22 3.71
H 2.24 -1.86 1.65
*
```

The value obtained for the HOMO energy is -7.129 eV. As for the relative energy (zero: lowest compared OMol25 entry of this formula, charge and spin): 81.2 kJ/mol. For the HOMO-LUMO gap, the calculation gives 7.55 eV. Its LUMO energy is 0.016 Eh.

***

Record 2
The following is a DFT calculation (the ωB97M-V functional and the def2-TZVPD basis) of C20H37N2O2P2W as an isolated structure at a distorted geometry.

Geometry as ORCA input:
```
! RIJCOSX wB97M-V def2-TZVPD def2/J DEFGRID3
* xyz 1 3
C 0.97 -1.74 -4.37
C 0.99 -1.39 -3.05
N -0.17 -1.37 -2.31
C -1.36 -1.59 -2.92
C -1.39 -1.93 -4.25
C -0.23 -2.01 -4.98
C 2.29 -0.90 -2.49
P 2.21 -0.68 -0.61
W -0.09 -1.12 -0.12
P -2.44 -0.55 -0.59
C -2.59 -1.53 -2.07
O 2.37 2.23 -3.78
O -0.67 2.00 -2.51
H 1.90 -1.77 -4.91
H -2.36 -2.11 -4.69
H -0.25 -2.29 -6.02
C 3.10 -2.17 0.00
C 3.32 0.69 -0.23
H -3.40 -1.11 -2.67
H -2.89 -2.56 -1.82
H 2.65 -0.05 -2.99
H 3.12 -1.58 -2.58
C -3.56 -1.28 0.61
C -3.13 1.06 -1.02
H 0.27 1.62 -2.60
H -0.61 2.82 -1.96
H 1.46 2.21 -3.45
H 2.36 1.94 -4.68
H -0.22 -2.81 -0.20
H -1.08 0.26 0.33
H 4.08 -2.12 -0.46
H 3.27 -2.33 1.08
H 2.64 -3.10 -0.33
H 4.33 0.35 -0.47
H 3.05 1.50 -0.91
H 3.33 1.05 0.81
H -4.13 0.87 -1.43
H -3.16 1.66 -0.10
H -2.47 1.54 -1.76
H -4.59 -1.08 0.27
H -3.39 -2.36 0.69
H -3.41 -0.81 1.60
C -1.08 3.02 2.79
N 0.33 2.75 2.89
C 1.08 3.42 3.91
C 0.88 1.56 2.27
C 0.36 0.24 2.85
C 0.25 0.12 4.25
C -0.35 -1.03 4.79
C -0.85 -2.08 4.00
C -0.67 -2.00 2.63
C -0.08 -0.85 2.04
H -1.21 4.08 3.06
H -1.69 2.41 3.49
H -1.43 2.85 1.77
H 0.79 3.08 4.93
H 2.16 3.23 3.75
H 0.86 4.49 3.83
H 0.70 1.64 1.17
H 1.98 1.57 2.42
H 0.68 0.91 4.90
H -0.47 -1.09 5.87
H -1.35 -2.96 4.43
H -0.98 -2.78 1.91
*
```

The value obtained for the HOMO energy (spin up / spin down) is -9.535 / -9.947 eV. As for the expectation value of S²: 2.02. As for the relative energy (zero: lowest compared OMol25 entry of this formula, charge and spin): 73.0 kJ/mol. For the HOMO-LUMO gap (spin up / spin down), the calculation gives 5.81 / 6.41 eV. Its LUMO energy (spin up / spin down) is -0.137 / -0.130 Eh.

***

Record 3
The following is a DFT calculation (the ωB97M-V functional and the def2-TZVPD basis) of a 4-piece molecular cluster, C20H37N2O6 overall at a distorted geometry.

Geometry as ORCA input:
```
! RIJCOSX wB97M-V def2-TZVPD def2/J DEFGRID3
* xyz 1 1
C 5.78 1.15 -0.81
C 4.59 2.20 -0.32
C 3.76 2.88 -1.56
C 2.37 3.60 -1.10
C 1.06 2.59 -1.06
C 1.03 1.23 -1.98
C -0.37 0.35 -1.73
N -1.33 0.93 -0.73
N -1.34 2.06 0.02
C -0.17 2.96 -0.05
H 6.40 1.61 -1.69
H 5.35 0.10 -1.13
H 6.55 0.95 0.08
H 3.92 1.61 0.44
H 5.14 3.04 0.31
H 4.46 3.74 -2.01
H 3.65 2.09 -2.41
H 2.13 4.62 -1.68
H 2.53 3.95 0.04
H 1.86 0.87 -2.72
H -0.55 -0.68 -2.29
H -2.20 0.32 -0.59
H -0.16 3.94 0.64
O 4.39 2.65 5.56
C 3.21 2.60 5.24
O 2.83 1.88 4.16
C 1.46 1.61 3.80
C 0.87 2.76 3.00
C 2.18 3.40 5.98
H 0.86 1.36 4.68
H 1.47 0.71 3.17
H 0.85 3.68 3.58
H -0.15 2.52 2.68
H 1.49 2.95 2.11
H 2.19 4.43 5.60
H 2.44 3.40 7.04
H 1.17 3.00 5.91
O 0.36 -3.03 -1.54
C 0.37 -3.80 -2.49
O -0.11 -3.40 -3.69
C 0.02 -4.16 -4.91
C -1.09 -5.19 -5.03
C 0.83 -5.22 -2.33
H 1.01 -4.60 -5.00
H -0.08 -3.44 -5.73
H -1.05 -5.92 -4.22
H -1.02 -5.72 -5.98
H -2.07 -4.70 -4.97
H 0.01 -5.82 -1.92
H 1.67 -5.23 -1.63
H 1.19 -5.68 -3.25
O -5.22 -3.14 -1.10
C -5.28 -2.35 -0.17
O -6.36 -2.33 0.64
C -6.45 -1.57 1.86
C -6.87 -0.14 1.58
C -4.19 -1.34 0.04
H -5.52 -1.63 2.43
H -7.22 -2.05 2.47
H -6.14 0.38 0.96
H -6.99 0.42 2.51
H -7.82 -0.12 1.03
H -4.35 -0.49 -0.62
H -3.23 -1.81 -0.20
H -4.10 -0.99 1.07
*
```

The value obtained for the HOMO energy is -12.081 eV. As for the relative energy (zero: lowest compared OMol25 entry of this formula, charge and spin): 738.0 kJ/mol. For the HOMO-LUMO gap, the calculation gives 7.21 eV. Its LUMO energy is -0.179 Eh.

***

Record 4
The following is a DFT calculation (the ωB97M-V functional and the def2-TZVPD basis) of C20H38Cl3N2O4SiTi as an isolated structure at a distorted geometry.

Geometry as ORCA input:
```
! RIJCOSX wB97M-V def2-TZVPD def2/J DEFGRID3
* xyz 0 2
C 2.91 -2.20 -1.58
C 2.19 -1.46 -2.67
H 2.32 -3.07 -1.22
H 3.12 -1.56 -0.71
H 3.88 -2.57 -1.96
C 1.88 -2.07 -3.83
C 2.22 -3.47 -4.14
H 1.50 -1.48 -4.65
H 1.78 -4.16 -3.42
H 3.30 -3.64 -4.16
H 1.83 -3.66 -5.14
Ti 1.02 -0.21 1.88
Cl 2.45 -1.10 3.35
Cl 2.57 1.18 0.92
C 0.37 2.52 2.59
O 0.00 1.29 2.51
N -0.55 3.46 2.66
C -1.97 3.15 2.69
C -0.12 4.84 2.46
H 1.44 2.79 2.62
H -2.20 2.48 3.52
H -2.33 2.70 1.76
H -2.47 4.10 2.85
H 0.76 5.04 3.11
H -0.95 5.49 2.74
H 0.20 5.02 1.40
H -0.78 -4.41 5.43
H -0.99 -3.94 1.88
C -1.72 -3.96 5.03
C -1.86 -3.78 2.53
N -1.49 -3.16 3.82
H -2.20 -3.35 5.82
C -0.78 -2.03 3.83
O -0.38 -1.47 2.75
H -2.61 -3.14 2.02
H -0.52 -1.59 4.81
H -2.39 -4.79 4.77
H -2.32 -4.75 2.74
O 0.98 -0.08 -1.10
C 1.81 -0.04 -2.29
C 0.29 0.48 -4.29
C 1.28 0.87 -3.39
H -0.13 -0.52 -4.23
C -0.15 1.37 -5.30
H 2.75 0.43 -1.94
C 1.84 2.14 -3.50
H -0.99 1.06 -5.92
C 0.41 2.64 -5.41
C 1.44 3.00 -4.52
H 2.59 2.44 -2.78
H 0.05 3.33 -6.17
H 1.87 3.98 -4.58
Si -0.76 -0.14 -0.69
Cl -0.55 -2.29 -0.64
C -1.88 -0.41 -2.20
C -0.66 1.85 -0.84
C -2.10 -0.04 0.75
H -1.75 0.37 -2.96
H -2.93 -0.38 -1.87
H -1.68 -1.40 -2.65
H -2.61 -0.98 0.89
H -2.86 0.66 0.39
H -1.82 0.33 1.74
H -0.69 2.12 -1.90
H 0.28 2.25 -0.44
H -1.51 2.37 -0.37
O -0.06 0.16 5.84
H -0.44 1.04 5.73
H 0.88 0.34 5.66
*
```

The value obtained for the HOMO energy (spin up / spin down) is -7.466 / -7.463 eV. As for the expectation value of S²: 0.75. As for the relative energy (zero: lowest compared OMol25 entry of this formula, charge and spin): 311.5 kJ/mol. For the HOMO-LUMO gap (spin up / spin down), the calculation gives 6.98 / 7.11 eV. Its LUMO energy (spin up / spin down) is -0.018 / -0.013 Eh.

***

Record 5
The following is a DFT calculation (the ωB97M-V functional and the def2-TZVPD basis) of C20H38FeO4PS as an isolated structure.

Geometry as ORCA input:
```
! RIJCOSX wB97M-V def2-TZVPD def2/J DEFGRID3
* xyz 2 6
Fe -0.73 1.06 0.04
S 3.00 1.51 -1.81
C 4.39 1.82 -0.96
C 5.31 0.76 -0.68
C 6.49 1.03 -0.03
C 6.76 2.34 0.37
C 5.88 3.40 0.12
C 4.71 3.15 -0.54
H 5.06 -0.24 -1.01
H 7.20 0.24 0.17
H 7.69 2.54 0.89
H 6.13 4.40 0.45
H 4.01 3.94 -0.78
C 0.36 1.47 3.01
O -0.72 1.71 2.07
H 0.14 1.98 3.95
H 1.31 1.81 2.60
H 0.38 0.40 3.19
H -0.91 2.66 2.08
O 0.47 2.61 -0.52
O 1.22 1.53 -0.41
C -4.98 1.75 0.13
C -4.59 2.83 -0.88
C -3.11 2.56 -1.16
O -2.67 1.61 -0.13
C -3.70 1.52 0.90
H -5.28 0.83 -0.38
H -5.80 2.06 0.78
H -4.72 3.82 -0.44
H -5.18 2.78 -1.79
H -2.49 3.45 -1.09
H -2.94 2.08 -2.12
H -3.53 2.31 1.64
H -3.61 0.55 1.37
C 1.42 -3.41 -0.65
C 1.18 -2.01 -0.11
C 1.73 -1.85 1.31
P -0.56 -1.40 -0.25
C -1.75 -2.29 0.84
C -1.70 -3.82 0.74
C -1.66 -1.83 2.29
C -1.07 -1.80 -1.97
C -2.54 -1.45 -2.21
C -0.17 -1.04 -2.95
H 2.49 -3.64 -0.58
H 1.15 -3.51 -1.70
H 0.89 -4.17 -0.09
H 1.71 -1.29 -0.75
H 1.28 -2.58 1.99
H 1.57 -0.85 1.71
H 2.80 -2.04 1.30
H -2.71 -1.95 0.44
H -0.84 -4.22 1.27
H -1.68 -4.18 -0.29
H -2.59 -4.24 1.21
H -0.74 -2.16 2.77
H -2.49 -2.26 2.86
H -1.73 -0.75 2.39
H -0.94 -2.87 -2.12
H -2.77 -0.42 -1.92
H -3.22 -2.11 -1.67
H -2.77 -1.55 -3.27
H -0.26 0.04 -2.82
H -0.47 -1.26 -3.98
H 0.88 -1.31 -2.85
*
```

The value obtained for the HOMO energy (spin up / spin down) is -14.599 / -15.210 eV. As for the expectation value of S²: 8.77. For the HOMO-LUMO gap (spin up / spin down), the calculation gives 6.31 / 6.79 eV. Its LUMO energy (spin up / spin down) is -0.305 / -0.309 Eh.

***

Record 6
The following is a DFT calculation (the ωB97M-V functional and the def2-TZVPD basis) of C20H38N2O3RuS5Si4 as an isolated structure at a distorted geometry.

Geometry as ORCA input:
```
! RIJCOSX wB97M-V def2-TZVPD def2/J DEFGRID3
* xyz 0 1
Ru -0.20 -0.22 -0.10
S 1.02 4.38 5.35
C 0.65 3.35 4.14
S 0.26 3.87 2.53
C 0.00 2.28 1.87
C 0.15 1.24 2.71
S -0.14 -0.41 2.21
S 0.62 1.62 4.34
S -0.39 2.07 0.16
C 4.55 -1.51 1.93
C 5.19 -0.33 1.22
C 4.42 0.12 -0.04
C 5.12 1.33 -0.69
C 4.39 1.86 -1.92
C 4.45 -1.03 -1.04
O 5.47 -1.48 -1.50
N 3.22 -1.57 -1.40
C 2.03 -1.10 -0.94
O 0.94 -1.64 -1.28
N 1.93 -0.08 -0.10
C 3.03 0.57 0.41
O 2.91 1.48 1.20
H 5.13 -1.80 2.81
H 4.49 -2.39 1.28
H 3.54 -1.27 2.27
H 6.21 -0.58 0.90
H 5.24 0.53 1.88
H 6.13 1.02 -0.94
H 5.18 2.10 0.08
H 4.32 1.10 -2.70
H 4.92 2.71 -2.34
H 3.38 2.19 -1.67
H 3.22 -2.34 -2.05
C -2.49 2.51 -2.46
Si -3.33 2.27 -0.79
C -3.30 3.83 0.26
C -5.15 1.93 -1.15
Si -2.30 0.49 0.42
Si -2.03 -1.56 -1.09
C -1.85 -1.07 -2.89
C -1.50 -3.30 -0.67
C -3.89 -1.59 -0.78
Si -3.52 -0.12 2.38
C -5.37 0.01 2.07
C -3.17 1.13 3.72
C -3.14 -1.89 2.89
H -2.33 3.57 -2.66
H -3.13 2.11 -3.26
H -1.52 2.01 -2.52
H -4.06 4.53 -0.10
H -2.32 4.32 0.21
H -3.51 3.62 1.31
H -5.58 2.81 -1.64
H -5.74 1.75 -0.25
H -5.30 1.09 -1.82
H -0.83 -0.83 -3.20
H -2.50 -0.22 -3.09
H -2.19 -1.91 -3.51
H -0.42 -3.43 -0.57
H -1.84 -3.96 -1.48
H -1.99 -3.62 0.25
H -4.42 -0.65 -0.95
H -4.16 -1.97 0.21
H -4.29 -2.31 -1.51
H -5.66 1.00 1.71
H -5.87 -0.16 3.03
H -5.75 -0.74 1.36
H -3.31 2.15 3.37
H -2.16 1.04 4.12
H -3.88 0.97 4.55
H -4.00 -2.54 2.67
H -2.97 -1.93 3.97
H -2.26 -2.30 2.40
*
```

The value obtained for the HOMO energy (spin up / spin down) is -7.215 / -7.215 eV. For the HOMO-LUMO gap (spin up / spin down), the calculation gives 6.17 / 6.17 eV. Its LUMO energy (spin up / spin down) is -0.038 / -0.038 Eh.